{
  "formula": "C2H8N3O2P",
  "method": "ωB97M-V/def2-TZVPD",
  "homo_lumo_gap_ev": 10.91,
  "smiles": "NP(N)(=O)O.CC#N",
  "lumo_energy_ev": 0.7,
  "e_above_lowest_kcal_mol": 0.0,
  "elements": ["P", "O", "O", "N", "N", "N", "C", "C", "H", "H", "H", "H", "H", "H", "H", "H"],
  "coordinates": [[1.246, 0.045, -0.113], [0.639, 1.527, -0.230], [0.384, -0.977, -0.708], [-2.300, 1.723, 0.298], [1.484, -0.081, 1.543], [2.763, 0.109, -0.815], [-2.524, 0.617, 0.132], [-2.722, -0.754, -0.124], [2.419, -0.184, 1.875], [0.893, -0.853, 1.890], [3.447, 0.900, -0.825], [-0.283, 1.454, -0.522], [2.888, -0.274, -1.696], [-3.805, -1.112, 0.020], [-2.453, -0.841, -1.182], [-2.076, -1.296, 0.454]],
  "nbo_charge": [2.40, -1.00, -1.13, -0.36, -1.20, -1.23, 0.31, -0.72, 0.40, 0.40, 0.41, 0.52, 0.41, 0.25, 0.27, 0.26]
}